1.
ORCA calculation (ωB97M-V with the def2-TZVPD basis set) on C30H47BeBrCl2N3O6Si as an isolated structure in a non-equilibrium geometry.

## Properties
E_tot	-152002.690	eV
charge	-1
energy relative to the best compared isomer or geometry (same formula, charge and spin)	0.0	kcal per mole

Geometry as XYZ:
```
91
Properties=species:S:1:pos:R:3:forces:R:3:lowdin_charge:R:1
C 1.803885 3.900375 -2.460007 -0.15 0.15 0.13 -0.037
C 2.853148 2.998904 -3.026888 1.05 -0.16 -0.24 -0.222
H 2.279292 4.735352 -1.934845 -0.21 -0.09 0.06 0.076
H 1.138976 3.357652 -1.783321 0.11 0.13 -0.03 0.069
H 1.195027 4.337145 -3.263053 0.04 -0.08 0.07 0.092
C 3.982182 3.495603 -3.572707 -0.71 -0.59 0.01 -0.121
C 4.315568 4.953380 -3.681468 0.34 0.31 -0.07 -0.112
H 4.716652 2.829307 -4.034169 -0.37 0.14 0.22 0.093
H 4.256808 5.480618 -2.716486 -0.05 -0.15 -0.26 0.073
H 3.682847 5.500108 -4.401020 0.07 -0.22 0.25 0.079
H 5.348833 5.034352 -4.043541 -0.21 0.19 0.12 0.064
Be -1.990067 -0.108942 -0.014721 -0.82 0.32 0.89 -0.196
Cl -1.465335 1.760040 -0.455892 -0.24 -0.27 -0.30 0.189
C -1.447312 -2.360871 -1.224843 0.28 0.93 0.45 -0.219
O -1.116192 -1.403098 -0.461180 -0.25 -1.45 -0.87 -0.015
N -0.979764 -3.589217 -1.036218 0.26 0.10 -0.04 -0.147
C -0.238734 -3.906580 0.189627 0.06 0.20 -0.09 0.002
C -0.941923 -4.562946 -2.127528 -0.10 0.25 -0.03 -0.030
H -2.115036 -2.202556 -2.086696 0.50 -0.10 0.24 0.161
H -0.853965 -3.680482 1.070447 0.18 0.05 -0.28 0.097
H 0.698006 -3.334232 0.237799 -0.32 -0.19 0.09 0.075
H -0.021192 -4.977028 0.159604 0.03 0.21 0.13 0.086
H -1.859570 -4.494345 -2.721650 0.14 -0.05 0.15 0.095
H -0.850201 -5.564582 -1.694734 -0.16 0.22 -0.20 0.085
H -0.077365 -4.378715 -2.786851 -0.22 -0.11 0.23 0.094
H -1.868666 -2.646791 3.267699 0.04 0.14 0.22 0.072
H -4.916043 -1.691868 4.471938 0.12 0.12 0.00 0.060
C -2.054259 -1.879850 4.032019 -0.02 -0.01 -0.08 -0.047
C -4.260732 -0.809368 4.500056 0.08 0.00 -0.36 -0.085
N -3.133459 -1.010465 3.578599 -0.03 0.28 -0.48 -0.211
H -1.137731 -1.300747 4.220470 -0.29 -0.13 -0.05 0.080
C -2.991390 -0.306577 2.454406 0.16 0.33 0.34 -0.285
O -1.972719 -0.356293 1.712837 -0.89 -0.43 0.50 -0.029
H -4.839724 0.074735 4.205364 0.26 -0.21 0.07 0.089
H -3.859373 0.349062 2.219718 0.57 -0.35 0.00 0.161
H -2.407061 -2.349366 4.956957 0.28 0.00 -0.23 0.089
H -3.888746 -0.667924 5.525046 0.01 0.14 -0.46 0.075
H -0.473942 3.409543 2.518058 0.09 0.11 0.15 0.079
H 2.622249 3.146286 2.283081 0.13 -0.10 -0.04 0.077
C 0.140669 3.553665 3.416837 0.04 -0.32 0.02 -0.093
C 2.508584 2.764994 3.304210 -0.39 0.56 -0.02 -0.086
N 1.108429 2.471067 3.568527 1.82 0.55 -0.13 -0.196
H -0.516609 3.582919 4.290552 0.09 0.12 -0.27 0.026
C 0.760638 1.234293 3.949572 -2.48 -0.59 -0.77 -0.518
O 1.477257 0.261127 4.094157 2.00 -0.63 0.24 -0.061
H 3.101443 1.864426 3.446270 -0.07 -0.04 0.00 0.071
H -0.417857 1.141060 4.102984 4.01 -0.14 -1.25 -0.247
H 0.698043 4.490142 3.331613 -0.08 -0.04 -0.02 0.072
H 2.857269 3.552586 3.980393 0.16 -0.03 0.05 0.074
O 2.061093 1.125423 -1.686565 0.77 -0.08 -0.01 -0.185
C 2.514957 1.503433 -2.998460 -0.32 0.16 0.31 -0.268
C 4.901026 0.584073 -3.139189 0.00 -0.30 -0.20 -0.077
C 3.580627 0.597606 -3.599916 -0.16 0.06 -0.06 -0.193
H 5.207248 1.324176 -2.398774 -0.09 -0.40 -0.07 0.118
C 5.815817 -0.345893 -3.649486 -0.23 0.22 -0.07 -0.079
H 1.617688 1.419847 -3.635884 0.17 -0.13 0.05 0.148
C 3.213433 -0.237642 -4.661157 0.25 0.05 0.06 -0.039
H 6.834376 -0.369111 -3.254883 -0.30 -0.03 -0.15 0.104
C 5.432559 -1.214578 -4.674960 -0.52 0.15 0.01 -0.098
C 4.132978 -1.135770 -5.206516 0.22 0.08 0.14 -0.089
H 2.198030 -0.140139 -5.064813 0.41 -0.22 0.16 0.118
H 6.134343 -1.948469 -5.064177 -0.08 0.16 0.03 0.093
H 3.837780 -1.765418 -6.050949 0.15 0.14 0.34 0.098
Si 2.449252 -0.061353 -0.521449 0.33 0.85 -0.97 0.452
Cl -1.736205 1.425503 4.738060 -5.35 0.74 2.43 0.136
C 4.251851 0.075688 0.031553 0.12 -0.11 -0.04 -0.162
C 2.297261 -1.696990 -1.425041 -0.07 -0.29 0.01 -0.145
C 1.343090 0.285990 0.912446 -0.18 0.09 -0.16 -0.148
H 4.961954 -0.217189 -0.754700 -0.22 0.03 0.27 0.003
H 4.410520 -0.596389 0.889935 -0.06 0.22 -0.13 0.037
H 4.495267 1.099817 0.348361 -0.08 -0.21 0.00 0.035
H 1.876466 0.946826 1.607567 -0.13 -0.31 -0.13 0.015
H 1.006564 -0.600323 1.466669 0.17 0.23 -0.07 0.050
H 0.453454 0.833255 0.563398 0.37 -0.26 0.17 -0.055
H 3.076353 -1.813408 -2.193355 -0.15 0.11 0.23 0.026
H 1.321721 -1.758954 -1.924432 0.12 -0.08 0.14 0.027
H 2.401607 -2.526902 -0.714077 -0.04 0.03 -0.18 0.021
Br -4.901730 -3.623620 2.039265 -0.22 -0.18 0.14 0.821
C -6.048071 -2.238986 1.450306 -0.59 0.66 -0.38 -0.594
C -7.299478 -2.078495 2.071268 0.45 0.08 -0.07 -0.132
C -8.108222 -0.988741 1.745295 0.28 -0.12 -0.28 -0.090
C -7.679141 -0.074675 0.772607 0.13 -0.33 0.16 -0.079
C -6.446129 -0.246928 0.141132 -0.16 -0.18 0.15 -0.015
C -5.628051 -1.342282 0.452907 0.15 -0.20 0.37 -0.158
C -4.266497 -1.496518 -0.218571 0.85 0.33 -0.58 -0.540
O -3.884834 -2.599632 -0.641366 -0.66 0.90 0.48 -0.017
O -3.599633 -0.381840 -0.307068 -0.68 -0.87 -0.08 -0.060
H -7.607718 -2.799277 2.826297 0.06 0.20 -0.12 0.094
H -9.068916 -0.862808 2.252623 0.34 -0.02 -0.22 0.102
H -8.309114 0.770046 0.513318 0.11 -0.05 0.03 0.098
H -6.094418 0.474745 -0.598240 -0.06 -0.24 0.24 0.126
```
Positions in Å, forces in eV/Å.

***

2.
ORCA calculation (ωB97M-V with the def2-TZVPD basis set) on a 3-piece molecular cluster, C4H10O2 overall in a non-equilibrium geometry.

## Properties
E_tot	-8402.187	eV
structure (SMILES)	C=CC=C.O.O
energy relative to the best compared isomer or geometry (same formula, charge and spin)	77.5	kcal per mole

Geometry as XYZ:
```
16
Properties=species:S:1:pos:R:3:forces:R:3:lowdin_charge:R:1
C 0.617170 -0.141132 -0.158813 -1.61 0.07 2.69 -0.034
C -0.511769 -0.087574 -0.931470 1.21 -1.56 1.84 -0.147
C -1.687030 -0.985085 -0.430886 -0.36 0.55 -1.36 -0.198
C -2.745189 -1.359281 -1.188401 1.34 0.81 -0.99 -0.020
H 0.625074 -0.343072 0.994475 -0.95 -0.69 -2.15 0.084
H 1.634219 0.148117 -0.247878 0.53 0.96 -1.56 0.012
H -0.420179 0.471957 -1.886741 -0.67 -0.98 0.43 0.101
H -1.575253 -1.461002 0.532128 0.30 0.46 0.40 0.079
H -3.607008 -2.038799 -0.960650 1.26 0.78 0.03 0.068
H -2.600485 -0.974092 -2.227209 -1.04 -0.40 0.69 0.059
O 5.185137 0.754925 -2.202376 0.87 -1.81 -0.90 -0.120
H 4.508159 0.833596 -1.506857 0.52 -0.95 -0.54 0.023
H 5.449662 -0.207528 -2.481479 -1.39 2.76 1.44 0.095
O -1.915846 2.073955 4.151877 1.88 -0.88 -0.87 -0.100
H -1.852766 1.508286 4.938754 -0.05 0.26 -0.33 0.030
H -1.103901 1.806728 3.605524 -1.83 0.62 1.19 0.069
```
Positions in Å, forces in eV/Å.

***

3.
ORCA calculation (ωB97M-V with the def2-TZVPD basis set) on one molecule with the formula C11H11NO in a non-equilibrium geometry.

## Properties
E_tot	-15121.088	eV
structure (SMILES)	Cc1cccc(C)c1-c1ncco1
energy relative to the best compared isomer or geometry (same formula, charge and spin)	43.4	kcal per mole

Geometry as XYZ:
```
24
Properties=species:S:1:pos:R:3:forces:R:3:lowdin_charge:R:1
C -0.085475 0.817980 2.414291 -1.84 0.42 1.56 -0.071
C -0.417915 -0.263655 1.406354 -0.93 -0.93 2.39 -0.198
C -1.306612 -1.303366 1.802618 0.40 2.49 -0.26 -0.046
C -1.709305 -2.234181 0.903930 2.61 -0.77 -1.93 -0.060
C -0.891496 -2.399173 -0.267034 -0.37 2.81 1.05 0.004
C -0.054824 -1.301588 -0.699126 -0.42 -4.76 -1.58 -0.176
C 0.623875 -1.470440 -2.071634 -1.03 1.93 0.10 -0.031
C 0.179110 -0.302586 0.174614 -1.20 3.33 -0.14 -0.108
C 0.481445 1.056991 -0.302384 1.97 -0.37 -0.66 -0.283
N 0.701997 2.130801 0.356905 1.56 2.12 -2.06 0.127
C 1.165280 3.051263 -0.692329 -1.38 -0.16 1.79 -0.051
C 1.027626 2.448001 -1.896625 1.10 2.98 1.74 -0.129
O 0.733278 1.197328 -1.635917 -1.48 -2.48 -1.42 0.032
H -0.530405 1.890789 2.290663 0.68 -2.26 -0.03 0.114
H -0.396774 0.427676 3.431763 0.27 0.48 -1.03 0.088
H 0.974440 0.904430 2.414537 0.82 0.47 0.22 0.061
H -1.798526 -1.143029 2.738770 -0.28 -0.21 0.48 0.101
H -2.495094 -2.906108 1.096784 -0.74 -0.87 0.32 0.088
H -1.004834 -3.285994 -0.831288 -0.13 -0.54 -0.87 0.087
H 0.558697 -2.482880 -2.371004 0.23 -1.01 -0.31 0.058
H 1.608440 -1.038581 -2.158014 0.66 -0.45 0.57 0.074
H 0.151813 -0.843972 -2.855900 -0.45 -0.52 0.46 0.088
H 1.426017 4.071891 -0.400439 -0.19 -0.50 -0.37 0.102
H 1.059242 2.978402 -2.849534 0.12 -1.19 -0.01 0.130
```
Positions in Å, forces in eV/Å.

***

4.
ORCA calculation (ωB97M-V with the def2-TZVPD basis set) on one molecule with the formula CH4BF in a non-equilibrium geometry.

## Properties
E_tot	-4492.483	eV
energy relative to the best compared isomer or geometry (same formula, charge and spin)	39.9	kcal per mole

Geometry as XYZ:
```
7
Properties=species:S:1:pos:R:3:forces:R:3:lowdin_charge:R:1
B -0.204414 0.300142 -0.135327 0.11 -2.16 -0.24 -0.314
C 1.120740 -0.462009 -0.214760 -1.07 -0.28 0.63 -0.003
F 2.239640 0.196034 -0.072110 -0.21 -0.29 -0.22 0.085
H -1.316816 -0.057796 -0.315692 0.05 -0.88 0.00 0.026
H 0.043817 1.202634 -0.725732 0.62 2.77 -1.40 0.015
H 1.340023 -1.548627 -0.247154 0.10 0.45 -0.06 0.116
H 0.003615 0.696400 0.949570 0.39 0.40 1.31 0.075
```
Positions in Å, forces in eV/Å.

***

5.
ORCA calculation (ωB97M-V with the def2-TZVPD basis set) on one molecule with the formula C4H11NS2 in a non-equilibrium geometry.

## Properties
E_tot	-27486.358	eV
structure (SMILES)	CNCCCSS
energy relative to the best compared isomer or geometry (same formula, charge and spin)	20.9	kcal per mole

Geometry as XYZ:
```
18
Properties=species:S:1:pos:R:3:forces:R:3:lowdin_charge:R:1
C 0.084102 2.684472 -0.979868 -0.16 1.20 1.09 -0.146
N -0.022542 1.548789 -0.122717 -0.54 -0.53 -0.08 -0.149
C 0.662758 0.329520 -0.446694 0.26 0.35 -0.34 -0.287
C 0.648569 -0.688408 0.693091 0.35 1.04 -1.37 -0.276
C -0.749681 -1.056841 1.151967 0.62 -0.97 0.23 -0.571
S -1.619398 -2.117391 -0.046428 -0.25 0.01 0.20 0.439
S -0.685838 -3.943715 0.358750 -0.29 0.27 -0.25 0.325
H -0.090391 2.448351 -2.022874 0.25 -0.18 -0.24 0.075
H 1.015793 3.255573 -0.813617 0.18 -0.35 -0.59 0.075
H -0.675614 3.431806 -0.703853 -0.10 -0.35 -0.10 0.078
H -0.372566 1.665637 0.807661 0.17 0.15 0.04 0.100
H 1.712478 0.534695 -0.717644 0.02 -0.03 0.17 0.114
H 0.233859 -0.102906 -1.361319 -0.15 -0.14 0.10 0.102
H 1.163432 -1.544763 0.250275 -0.21 -0.34 0.46 0.091
H 1.317068 -0.284722 1.457158 -0.38 -0.16 0.44 0.114
H -0.618544 -1.673639 2.033154 -0.32 -0.04 0.39 0.052
H -1.450695 -0.262015 1.407062 0.27 0.17 -0.19 0.067
H -0.552791 -4.224448 -0.944098 0.26 -0.12 0.05 -0.203
```
Positions in Å, forces in eV/Å.

***

6.
ORCA calculation (ωB97M-V with the def2-TZVPD basis set) on an isolated ion of composition C6H7Cl2O3S and charge -1 in a non-equilibrium geometry.

## Properties
E_tot	-48357.861	eV
charge	-1
energy relative to the best compared isomer or geometry (same formula, charge and spin)	0.0	kcal per mole

Geometry as XYZ:
```
19
Properties=species:S:1:pos:R:3:forces:R:3:lowdin_charge:R:1
C 0.252082 0.282754 -1.807140 -0.58 -0.05 0.82 -0.684
C 0.266959 0.568518 0.952997 -0.89 0.35 0.30 -0.309
C 0.596448 -0.206896 -0.374810 0.05 0.04 0.68 -0.410
C 1.670546 0.339389 0.515255 -0.04 -1.34 1.39 -1.104
C -0.298669 1.990376 0.818815 0.47 2.36 -0.39 -0.115
C -1.589346 -1.816682 -0.444158 0.01 -2.26 -0.50 -0.218
O 0.054464 1.497479 -1.971371 0.36 -0.69 -1.00 -0.037
O 0.089281 -0.744126 -2.519647 -0.05 1.36 -0.75 -0.125
O 0.509519 -2.577593 0.799483 0.30 -1.33 2.25 -0.617
S 0.235801 -2.025418 -0.515312 -0.26 1.23 -0.87 0.912
Cl 2.661149 1.700030 0.151643 0.41 0.40 -0.59 0.672
Cl 2.648451 -0.806852 1.600259 -0.41 0.71 -0.72 0.538
H -0.116365 0.013900 1.857311 0.76 0.15 -1.25 0.146
H 0.368118 2.858712 1.224844 -0.62 -1.85 -0.32 0.077
H -1.287659 2.251992 1.286425 0.72 -1.05 -0.44 0.069
H -0.317540 2.224612 -0.284310 -0.36 -0.18 1.20 0.055
H -1.851975 -2.794147 0.105876 0.11 1.79 -0.50 0.070
H -2.043844 -1.858138 -1.439685 0.25 0.14 0.15 0.043
H -1.847429 -0.897902 0.043524 -0.21 0.23 0.57 0.037
```
Positions in Å, forces in eV/Å.